Density functional theory data (wB97M-V/def2-TZVPD) for 6 unconnected molecules or ions with the total composition C12H19Br3Cl6O4 at a distorted geometry.

Last column: natural (NBO) charge in e.
Cartesian coordinates (Å):
O (1.2031, -2.0647, -1.8495)  -0.667
C (2.1646, -1.3000, -1.7523)  0.804
O (3.3102, -1.4769, -2.2059)  -0.450
C (4.2088, -0.3866, -1.9091)  -0.080
C (3.3145, 0.7736, -1.5465)  -0.447
C (2.0979, 0.0184, -0.9867)  -0.530
H (4.7644, -0.1712, -2.8219)  0.212
H (4.9413, -0.7143, -1.1715)  0.198
H (3.0189, 1.4663, -2.3346)  0.235
H (3.7862, 1.3455, -0.7474)  0.239
H (1.1567, 0.5088, -1.2352)  0.249
H (2.1543, -0.1347, 0.0910)  0.234
O (0.5941, -4.3998, 2.9757)  -0.029
C (0.5685, -4.6072, 1.7599)  0.780
O (-0.5601, -4.5476, 1.1061)  -0.374
C (-0.4816, -4.6270, -0.2872)  -0.098
C (0.8807, -5.3552, -0.4176)  -0.417
C (1.7134, -4.9982, 0.8685)  -0.472
H (-0.3791, -3.6231, -0.6991)  0.258
H (-1.3405, -5.1371, -0.7233)  0.248
H (1.4326, -4.9538, -1.2676)  0.280
H (0.8221, -6.4435, -0.4304)  0.239
H (2.4555, -4.2016, 0.8135)  0.292
H (2.0791, -5.9516, 1.2498)  0.284
C (-3.3933, 2.6636, 3.1458)  -0.411
Cl (-1.7322, 3.2865, 3.2381)  -0.033
Cl (-4.6307, 3.8790, 2.9507)  -0.007
H (-3.3847, 2.0009, 2.2805)  0.221
H (-3.5112, 2.1511, 4.1005)  0.230
C (-4.1791, 4.7316, -0.1476)  -0.373
Cl (-2.3635, 4.7844, -0.2367)  -0.080
Cl (-4.7981, 5.7714, -1.4394)  -0.010
H (-4.5075, 3.6936, -0.1995)  0.220
H (-4.5023, 5.1805, 0.7916)  0.234
C (1.1583, 4.4583, 0.3256)  -0.370
Cl (2.6334, 4.0669, -0.7125)  -0.078
Cl (1.3631, 3.8430, 1.9443)  0.000
H (0.9005, 5.5173, 0.3379)  0.240
H (0.3767, 3.8538, -0.1345)  0.215
C (-2.6994, 0.2243, -0.7269)  -0.400
Br (-4.4960, 0.7958, -0.0738)  0.106
Br (-2.2251, -1.6814, -0.0959)  0.004
Br (-1.3259, 1.4955, -0.0165)  0.076
H (-2.5888, 0.2656, -1.8105)  0.227

ΔE to the lowest compared entry with this formula, charge and spin   0.0 kJ/mol
Total charge   +1
Spin multiplicity   2
Maximum force   5.8 eV/Å
Highest occupied orbital energy (alpha / beta)   -12.2844 / -12.2843 eV
Frontier orbital gap (alpha / beta)   8.06 / 3.02 eV
LUMO (alpha / beta)   -4.220 / -9.262 eV
M   679.7 g mol⁻¹

***

Density functional theory data (wB97M-V/def2-TZVPD) for a molecular structure, C12H19Cl2NO3TcTe4 at a distorted geometry.

Last column: natural (NBO) charge in e.
Cartesian coordinates (Å):
Tc (-0.0717, -0.0895, -0.1500)  0.689
Te (-2.4438, 0.7499, -0.9700)  0.326
Te (-1.0447, 2.7469, -2.2096)  0.014
Te (-3.1472, -0.7529, -3.0272)  -0.534
Te (1.2749, 1.3583, -1.8555)  -0.272
C (-0.6713, -3.2591, -1.2847)  -0.274
O (0.3187, -2.2643, -1.5091)  -0.531
C (1.6439, -2.7065, -1.3215)  -0.090
C (2.0495, -2.6892, 0.1566)  -0.093
O (1.9450, -1.3848, 0.6990)  -0.577
C (3.1680, -0.7241, 0.9389)  -0.243
H (-0.4067, -4.1813, -1.8081)  0.177
H (-1.6053, -2.8683, -1.6925)  0.244
H (-0.8072, -3.4754, -0.2210)  0.169
H (2.2834, -2.0195, -1.8893)  0.205
H (1.7670, -3.7193, -1.7251)  0.188
H (3.0686, -3.0721, 0.2585)  0.191
H (1.3723, -3.3259, 0.7381)  0.195
H (3.8886, -1.4034, 1.4009)  0.179
H (2.9477, 0.0801, 1.6386)  0.209
H (3.5968, -0.3044, 0.0203)  0.181
Cl (-3.2635, -1.7130, 1.2994)  0.046
C (-2.3826, -1.4330, 2.7676)  -0.036
C (-2.8311, -1.9188, 3.9683)  -0.237
C (-2.1018, -1.6813, 5.1285)  -0.180
C (-0.9362, -0.9243, 5.0733)  -0.229
C (-0.5067, -0.4136, 3.8744)  -0.049
Cl (0.9265, 0.5532, 3.7787)  0.020
C (-1.1818, -0.6706, 2.6483)  0.108
N (-0.7704, -0.2719, 1.4803)  -0.503
H (-3.7543, -2.4771, 4.0005)  0.237
H (-2.4503, -2.0749, 6.0689)  0.226
H (-0.3645, -0.7348, 5.9684)  0.234
C (-0.2542, 4.7480, 2.0454)  -0.634
C (0.2602, 3.5217, 1.3087)  -0.064
O (-0.8015, 2.6740, 0.9053)  -0.738
H (0.5769, 5.4016, 2.2938)  0.214
H (-0.7540, 4.4567, 2.9688)  0.197
H (-0.9586, 5.2897, 1.4158)  0.216
H (0.9655, 2.9598, 1.9342)  0.158
H (0.7651, 3.8126, 0.3818)  0.191
H (-1.3332, 2.4608, 1.6862)  0.469

ΔE to the lowest compared entry with this formula, charge and spin   213.8 kJ/mol
Total charge   0
Spin multiplicity   2
Maximum force   4.8 eV/Å
Highest occupied orbital energy (alpha / beta)   -6.5408 / -6.6587 eV
Frontier orbital gap (alpha / beta)   4.75 / 5.39 eV
LUMO (alpha / beta)   -1.786 / -1.265 eV
M   904.6 g mol⁻¹

***

Density functional theory data (wB97M-V/def2-TZVPD) for a molecular structure, C12H19ClIN6O3PSSe2Te2Y.

Last column: natural (NBO) charge in e.
Cartesian coordinates (Å):
Y (-0.4226, 0.0664, 1.7680)  1.403
Cl (1.8725, 4.5776, -3.4194)  0.023
C (1.7521, 3.5124, -2.0554)  -0.118
C (2.8857, 3.1013, -1.4095)  -0.238
C (2.8221, 2.2272, -0.3044)  -0.298
I (4.5846, 1.5623, 0.5609)  0.201
C (1.6117, 1.7316, 0.1627)  0.373
O (1.4924, 0.8759, 1.1205)  -0.831
C (0.4166, 2.2158, -0.4966)  0.061
N (-0.7673, 1.7430, -0.0116)  -0.494
C (-1.8880, 2.1450, -0.5617)  0.088
C (-1.9274, 3.0330, -1.6543)  -0.258
C (-0.7543, 3.5010, -2.1724)  -0.141
C (0.4721, 3.0937, -1.5968)  -0.056
H (3.8487, 3.4539, -1.7544)  0.253
H (-2.8023, 1.7560, -0.1285)  0.229
H (-2.8825, 3.3359, -2.0594)  0.239
H (-0.7458, 4.1877, -3.0079)  0.243
N (0.9269, -0.7584, 3.8129)  -0.685
N (0.7988, -2.0673, 4.2870)  -0.429
C (0.5130, -3.0668, 3.4328)  0.328
N (0.4373, -4.2931, 3.9555)  -0.761
S (0.3210, -2.7840, 1.7830)  -0.221
H (1.8972, -0.5405, 3.5933)  0.401
H (0.5807, -0.0907, 4.4969)  0.425
H (1.1214, -2.2639, 5.2222)  0.394
H (0.5205, -4.4691, 4.9429)  0.404
H (0.2329, -5.0641, 3.3458)  0.427
Se (-2.9947, -1.0643, 1.3268)  -0.790
Te (-4.0128, 0.8829, 2.5563)  0.196
Te (-2.2586, 1.0641, 4.6043)  0.153
Se (-0.3293, 2.2218, 3.4958)  -0.587
N (-2.1634, -3.1354, -1.0205)  -0.691
C (-1.9905, -1.9138, -1.8832)  -0.615
P (-0.1729, -1.6235, -1.7513)  2.166
O (0.4315, -2.9372, -2.0745)  -1.116
O (0.0863, -0.9042, -0.4627)  -1.158
C (0.3010, -0.3423, -3.0063)  -0.600
N (1.6682, 0.1044, -2.5722)  -0.692
H (-1.9519, -2.9078, -0.0389)  0.471
H (-1.4887, -3.8474, -1.3287)  0.465
H (-3.1183, -3.4896, -1.0463)  0.443
H (-2.6159, -1.1278, -1.4651)  0.276
H (-2.2906, -2.1793, -2.8957)  0.240
H (-0.3589, 0.5231, -2.9347)  0.248
H (0.3562, -0.6998, -4.0308)  0.249
H (2.3874, -0.5726, -2.8264)  0.446
H (1.6748, 0.2063, -1.5439)  0.481
H (1.9230, 1.0207, -2.9539)  0.452

ΔE to the lowest compared entry with this formula, charge and spin   98.5 kJ/mol
Total charge   +1
Spin multiplicity   1
Maximum force   0.9 eV/Å
Highest occupied orbital energy   -9.5219 eV
Frontier orbital gap   6.70 eV
LUMO   -2.823 eV
M   1022.7 g mol⁻¹

***

Density functional theory data (wB97M-V/def2-TZVPD) for a molecular structure, C12H19CoO4S5.

Last column: natural (NBO) charge in e.
Cartesian coordinates (Å):
Co (0.3345, 0.2529, -0.6815)  1.129
C (1.6333, -0.1732, -2.9905)  -0.104
C (1.8811, 1.3074, -2.8039)  -0.086
O (0.9986, 1.7978, -1.7625)  -0.561
C (1.5790, 2.8092, -0.8922)  -0.084
C (1.1458, 2.5552, 0.5363)  -0.108
O (1.4942, 1.1933, 0.8277)  -0.585
C (0.8498, 0.6194, 1.9807)  -0.120
C (1.0066, -0.8800, 1.8549)  -0.083
O (0.4910, -1.3032, 0.5660)  -0.578
C (1.2036, -2.3967, -0.0625)  -0.088
C (1.2931, -2.1211, -1.5494)  -0.106
O (1.7752, -0.7652, -1.6844)  -0.571
H (2.3645, -0.5950, -3.6822)  0.225
H (0.6234, -0.3660, -3.3665)  0.210
H (1.6859, 1.8501, -3.7286)  0.224
H (2.9142, 1.4724, -2.4959)  0.204
H (1.2495, 3.7928, -1.2252)  0.223
H (2.6649, 2.7451, -0.9665)  0.201
H (0.0671, 2.6880, 0.6571)  0.218
H (1.6745, 3.2396, 1.2035)  0.217
H (-0.2044, 0.9112, 1.9915)  0.226
H (1.3327, 0.9621, 2.8984)  0.217
H (0.4528, -1.3906, 2.6437)  0.225
H (2.0612, -1.1532, 1.9127)  0.202
H (0.6648, -3.3286, 0.1182)  0.236
H (2.2021, -2.4588, 0.3712)  0.204
H (0.3113, -2.2001, -2.0241)  0.212
H (1.9862, -2.8171, -2.0243)  0.224
C (-4.2426, 1.4783, 1.9879)  -0.726
S (-2.8375, 0.5763, 2.6869)  0.260
C (-2.7031, -0.7523, 1.5436)  -0.423
C (-2.3525, -0.6659, 0.2484)  -0.397
S (-1.8110, 0.7602, -0.6222)  -0.289
S (-2.3273, -2.1777, -0.6266)  0.443
C (-2.5464, -3.2426, 0.7322)  -0.591
S (-2.3927, -4.8616, 0.6402)  0.007
S (-2.9713, -2.3654, 2.1706)  0.486
H (-4.4388, 2.3044, 2.6690)  0.242
H (-5.1155, 0.8323, 1.9455)  0.233
H (-3.9982, 1.8664, 1.0026)  0.229

ΔE to the lowest compared entry with this formula, charge and spin   7.5 kJ/mol
Total charge   +1
Spin multiplicity   2
Maximum force   0.3 eV/Å
Highest occupied orbital energy (alpha / beta)   -10.4718 / -10.4530 eV
Frontier orbital gap (alpha / beta)   6.51 / 7.64 eV
LUMO (alpha / beta)   -3.963 / -2.810 eV
M   446.5 g mol⁻¹